No. 1
Below is C2H6CsO as an isolated structure in a non-equilibrium geometry, with properties calculated with ωB97M-V/def2-TZVPD.

Its expectation value of S² is 0.7501. The spin multiplicity is 2. The value obtained for the calculated total energy is -4764.5221 eV. The calculation puts the frontier orbital gap (spin up / spin down) at 3.346 / 11.451 eV. Its net charge is 0. For the HOMO energy (spin up / spin down), the calculation gives -3.2 / -11.2 eV. The energy relative to the best compared isomer or geometry (same formula, charge and spin) is 0.00 kcal/mol.

Geometry as XYZ:
```
10
Properties=species:S:1:pos:R:3:forces:R:3:nbo_charge:R:1
Cs -1.433 -0.437 3.555 -0.0352 -0.0276 0.1304 0.009
C 0.345 -0.425 -1.076 0.9006 0.1590 -0.7551 -0.630
C 0.449 0.443 0.135 -0.9115 -0.4028 -0.5940 -0.066
O -0.838 0.376 0.779 0.7195 0.4251 1.2469 -0.782
H 0.284 -1.472 -0.778 -0.0978 0.0354 -0.2810 0.218
H 1.239 -0.232 -1.668 0.1801 -0.4719 -0.1894 0.214
H -0.478 -0.131 -1.727 -0.2272 -0.1227 0.1346 0.201
H 0.757 1.453 -0.137 -0.3644 0.2461 0.1648 0.169
H 1.241 0.034 0.762 -0.4107 0.0726 0.5443 0.184
H -1.567 0.391 0.154 0.2465 0.0868 -0.4015 0.484
```
Forces are in eV/Å.

No. 2
Below is one molecule with the formula C2H7N3O in a non-equilibrium geometry, with properties calculated with ωB97M-V/def2-TZVPD.

The value obtained for the calculated total energy is -8704.8551 eV. The calculation puts the frontier orbital gap at 9.929 eV. Its net charge is 0. For the HOMO energy, the calculation gives -9.1 eV. The energy relative to the best compared isomer or geometry (same formula, charge and spin) is 32.79 kcal/mol.

Geometry as XYZ:
```
13
Properties=species:S:1:pos:R:3:forces:R:3:nbo_charge:R:1
H 0.313 -0.937 -1.956 -0.1623 0.0401 0.2596 0.350
N 1.102 -0.852 -1.325 -0.0998 -0.1510 -0.3105 -0.737
C 0.857 -0.241 -0.246 -1.3555 1.2827 0.9709 0.412
N 1.849 -0.030 0.660 0.0657 0.1032 0.2145 -0.824
C -0.583 0.466 0.273 3.1587 -1.0568 -0.9820 0.196
N -1.497 0.140 -0.751 -4.2502 1.6645 0.5340 -0.852
O -0.974 -0.060 1.495 -0.1832 -0.1333 0.3333 -0.709
H 2.701 -0.554 0.530 -0.0849 0.1079 0.1197 0.398
H 1.599 0.284 1.582 0.0930 -0.1726 -0.0094 0.394
H -0.379 1.534 0.447 -0.0710 -0.2359 -0.0399 0.158
H -1.263 0.625 -1.610 0.1174 -0.0610 -0.0702 0.373
H -2.479 0.598 -0.444 2.7196 -1.4292 -1.0141 0.365
H -1.246 -0.976 1.344 0.0524 0.0413 -0.0059 0.479
```
Forces are in eV/Å.

No. 3
Below is an isolated ion of composition C3H9NP and charge -1 in a non-equilibrium geometry, with properties calculated with ωB97M-V/def2-TZVPD.

The value obtained for the calculated total energy is -14031.0489 eV. The calculation puts the frontier orbital gap at 7.606 eV. Its net charge is -1. For the HOMO energy, the calculation gives -3.1 eV.

Geometry as XYZ:
```
14
Properties=species:S:1:pos:R:3:forces:R:3:nbo_charge:R:1
C 3.504 0.214 -0.295 0.1701 0.6491 0.3788 -0.450
C 2.306 -0.054 -0.303 1.1619 0.4917 0.4961 -0.236
P 0.403 -0.215 0.087 -0.7666 -0.7523 0.2582 0.639
C -1.503 -0.314 0.450 0.1191 0.6125 -0.1236 -0.531
N -2.235 0.185 -0.766 -0.7173 -0.4778 1.0402 -0.867
H 4.509 0.661 -0.121 -1.3938 -0.8925 -0.4740 0.210
H 0.551 -1.648 0.359 0.3305 -0.1544 -0.1965 -0.196
H 0.165 -0.478 -1.326 0.0075 0.0984 0.0266 -0.164
H 0.220 1.228 -0.081 0.1522 0.3125 -0.3512 -0.203
H 0.670 0.048 1.508 0.2343 -0.0233 0.0146 -0.187
H -1.665 0.361 1.354 -0.0265 -0.8301 -0.7741 0.142
H -1.823 -1.374 0.652 0.2370 1.0136 -0.0884 0.169
H -3.218 0.280 -0.474 0.5495 0.2881 -0.5282 0.328
H -1.886 1.107 -1.043 -0.0579 -0.3354 0.3215 0.348
```
Forces are in eV/Å.